Entry 1:
Computed, not measured: a 5-piece molecular cluster, C41H87Br2N5O14 overall, with ωB97M-V/def2-TZVPD.

```
149
Properties=species:S:1:pos:R:3:mulliken_charge:R:1
C 7.31 2.32 -6.21 -0.86
C 7.16 3.56 -7.31 -0.36
C 5.55 3.89 -7.63 0.41
O 5.20 5.16 -7.89 -0.55
O 4.65 2.73 -7.64 -0.30
C 3.21 3.16 -7.71 0.10
C 2.34 1.78 -7.91 -0.83
C 0.76 2.01 -8.26 1.03
N -0.06 0.72 -8.16 -0.46
C 0.51 -0.29 -8.90 0.43
C 1.42 -1.48 -8.16 -1.05
C 0.34 -0.48 -10.54 -0.88
C 0.58 2.95 -9.62 0.11
O 1.28 2.96 -10.75 -0.60
O -0.52 3.94 -9.45 -0.42
C -0.49 4.41 -8.04 -0.40
C 0.51 5.71 -7.86 -0.37
Br -0.20 6.85 -6.33 -0.12
C 0.53 6.66 -9.23 0.09
C 0.64 8.27 -8.91 -1.14
Br 2.15 6.19 -10.35 -0.13
C -0.15 3.00 -7.26 1.00
O -1.48 2.31 -7.36 -0.67
C 0.22 3.01 -5.66 -0.79
O -0.64 3.87 -4.83 -0.29
C -0.32 3.65 -3.39 -0.62
H 7.00 1.27 -6.67 0.22
H 8.43 2.21 -5.87 0.31
H 6.68 2.53 -5.23 0.26
H 7.64 3.15 -8.32 0.25
H 7.66 4.53 -6.91 0.27
H 3.02 3.74 -6.71 0.11
H 3.01 3.91 -8.59 0.02
H 2.88 1.18 -8.78 0.32
H 2.39 1.05 -6.97 0.33
H 1.25 -1.41 -6.98 0.29
H 1.16 -2.54 -8.58 0.38
H 2.59 -1.28 -8.29 0.23
H 0.47 0.51 -11.14 0.22
H 1.07 -1.33 -10.92 0.32
H -0.78 -0.84 -10.70 0.30
H -1.50 4.81 -7.56 0.48
H 1.63 5.45 -7.64 0.27
H -0.44 6.52 -9.90 0.33
H 1.53 8.53 -8.18 0.30
H 0.88 8.80 -9.95 0.35
H -0.39 8.76 -8.56 0.31
H -1.95 2.32 -6.47 0.43
H 0.06 1.90 -5.27 0.39
H 1.33 3.28 -5.40 0.11
H -1.19 4.00 -2.67 0.31
H 0.70 4.22 -3.20 0.26
H -0.12 2.50 -3.17 0.28
C -0.31 1.47 3.23 -0.77
O -1.65 1.36 2.77 -0.40
C -2.59 2.10 3.56 -0.56
C -3.06 3.36 2.82 -0.07
N -2.00 4.37 2.74 -0.35
C -2.25 5.43 1.75 -0.85
C -2.52 5.03 0.29 -0.56
O -1.39 4.50 -0.41 -0.39
C -1.08 3.16 -0.10 -0.14
H 0.28 0.68 2.75 0.23
H 0.13 2.42 2.95 0.38
H -0.24 1.34 4.32 0.31
H -2.20 2.33 4.56 0.42
H -3.45 1.44 3.69 0.08
H -3.93 3.79 3.35 0.47
H -3.40 3.05 1.83 0.06
H -1.13 3.92 2.51 0.16
H -1.35 6.07 1.76 0.38
H -3.08 6.06 2.11 0.40
H -2.79 5.95 -0.25 0.39
H -3.38 4.37 0.18 0.38
H -1.98 2.54 0.06 0.25
H -0.43 3.12 0.78 -0.01
H -0.52 2.73 -0.92 0.15
C -5.06 1.50 6.30 -0.86
O -5.63 1.04 5.08 -0.09
C -6.30 -0.23 5.20 -0.95
C -7.83 -0.05 5.16 -0.16
N -8.34 0.58 6.38 -0.33
C -9.70 1.10 6.27 -0.70
C -10.02 2.11 5.15 -0.47
O -9.43 3.40 5.32 -0.45
C -8.05 3.47 4.99 -0.46
H -4.36 2.30 6.07 0.25
H -5.83 1.91 6.96 0.38
H -4.51 0.70 6.82 0.28
H -5.98 -0.79 6.08 0.39
H -6.00 -0.81 4.32 0.35
H -8.30 -1.03 5.04 0.41
H -8.06 0.54 4.27 0.13
H -7.73 1.34 6.64 0.12
H -9.92 1.59 7.23 0.37
H -10.40 0.25 6.19 0.38
H -11.10 2.29 5.17 0.35
H -9.81 1.72 4.15 0.35
H -7.79 2.85 4.13 0.25
H -7.45 3.19 5.86 0.11
H -7.80 4.50 4.76 0.36
C 1.43 -4.50 4.19 -0.45
O 0.21 -4.80 4.86 -0.34
C 0.38 -5.18 6.23 -0.85
C -0.06 -4.06 7.18 -0.12
N 0.87 -2.93 7.16 -0.31
C 0.34 -1.69 7.74 -0.96
C -0.99 -1.12 7.20 -0.46
O -0.90 -0.58 5.88 -0.25
C -0.89 -1.55 4.84 -0.60
H 1.23 -4.48 3.11 0.22
H 1.80 -3.51 4.47 0.25
H 2.20 -5.25 4.39 0.13
H 1.40 -5.52 6.44 0.36
H -0.28 -6.04 6.39 0.40
H -0.12 -4.45 8.20 0.42
H -1.07 -3.76 6.88 0.12
H 1.13 -2.73 6.20 0.11
H 1.12 -0.93 7.60 0.38
H 0.25 -1.83 8.83 0.41
H -1.25 -0.27 7.84 0.33
H -1.82 -1.82 7.28 0.39
H -1.55 -2.40 5.06 0.35
H 0.13 -1.88 4.66 0.14
H -1.24 -1.08 3.92 0.32
C 8.16 -8.49 3.97 -0.70
O 7.59 -8.96 2.75 -0.32
C 6.92 -10.22 2.86 -0.81
C 5.39 -10.05 2.82 -0.14
N 4.88 -9.42 4.04 -0.33
C 3.52 -8.89 3.94 -0.78
C 3.20 -7.88 2.81 -0.51
O 3.80 -6.59 2.99 -0.38
C 5.17 -6.53 2.66 -0.54
H 8.86 -7.69 3.73 0.23
H 7.39 -8.09 4.63 0.29
H 8.71 -9.29 4.49 0.33
H 7.24 -10.78 3.75 0.39
H 7.22 -10.80 1.99 0.39
H 4.92 -11.03 2.70 0.39
H 5.16 -9.45 1.94 0.13
H 5.50 -8.65 4.31 0.11
H 3.30 -8.40 4.90 0.42
H 2.83 -9.74 3.86 0.37
H 2.12 -7.70 2.84 0.35
H 3.41 -8.27 1.82 0.39
H 5.43 -7.15 1.79 0.29
H 5.77 -6.81 3.53 0.12
H 5.42 -5.49 2.42 0.33
```

E: -8088.9120 hartree
SMILES: CCC(=O)OCC[C@]1(N=C(C)C)C(=O)O[C@H]([C@H](Br)[C@@H](C)Br)[C@]1(O)COC.COCCNCCOC.COCCNCCOC.COCCNCCOC.COCCNCCOC


Entry 2:
Computed, not measured: a 6-piece molecular cluster, C15H34I2N3O8S5 overall, with ωB97M-V/def2-TZVPD.

```
67
Properties=species:S:1:pos:R:3:mulliken_charge:R:1
O 2.60 -1.52 -3.71 -0.10
N 2.13 -2.30 -3.06 0.30
O 2.75 -2.21 -1.59 -0.38
C 1.85 -2.54 -0.70 0.27
N 0.61 -2.06 -0.60 0.19
C -0.02 -2.65 0.47 -0.51
I -1.90 -2.19 1.08 0.28
C 0.86 -3.51 1.01 -0.12
N 2.03 -3.43 0.27 0.14
C 3.30 -4.09 0.52 -0.44
C 4.37 -3.08 0.93 0.27
O 5.48 -3.11 0.53 -0.44
I 3.66 -1.58 2.30 0.11
H 0.21 -1.35 -1.19 0.22
H 0.78 -4.14 1.88 0.50
H 3.63 -4.63 -0.36 0.28
H 3.15 -4.78 1.35 0.38
C 3.59 -1.22 -7.51 -1.00
S 1.84 -0.81 -7.45 0.59
O 1.24 -1.25 -8.72 -0.63
C 2.07 0.97 -7.55 -0.95
H 3.67 -2.31 -7.51 0.30
H 4.02 -0.82 -8.43 0.38
H 4.10 -0.81 -6.64 0.33
H 2.60 1.21 -8.47 0.34
H 2.62 1.33 -6.68 0.33
H 1.08 1.43 -7.57 0.32
C -0.26 2.83 3.13 -0.52
S -0.65 1.67 4.44 0.47
O -0.23 0.32 3.97 -0.60
C -2.43 1.75 4.26 -0.91
H 0.82 2.89 3.06 -0.14
H -0.69 2.47 2.19 0.32
H -0.67 3.81 3.38 0.41
H -2.70 1.47 3.24 0.29
H -2.78 2.76 4.47 0.33
H -2.88 1.06 4.96 0.34
C -3.88 -3.26 -4.41 -0.96
S -2.24 -3.75 -3.89 0.48
O -2.24 -3.74 -2.40 -0.57
C -1.41 -2.25 -4.44 -0.62
H -4.57 -4.05 -4.12 0.34
H -4.15 -2.33 -3.92 0.31
H -3.89 -3.14 -5.50 0.37
H -1.86 -1.39 -3.95 0.36
H -1.49 -2.16 -5.52 0.43
H -0.36 -2.34 -4.17 -0.11
C 3.47 3.90 1.29 -0.92
S 3.74 3.42 3.00 0.55
O 3.63 4.66 3.81 -0.64
C 5.49 3.06 2.82 -0.94
H 2.43 4.21 1.19 0.32
H 4.13 4.73 1.03 0.34
H 3.66 3.04 0.64 0.33
H 6.00 3.95 2.46 0.32
H 5.62 2.23 2.13 0.33
H 5.87 2.79 3.80 0.32
C -7.99 1.88 5.60 -0.93
S -6.55 2.88 5.23 0.47
O -5.71 2.09 4.29 -0.58
C -5.79 2.74 6.85 -0.92
H -8.58 1.81 4.69 0.32
H -7.67 0.89 5.92 0.30
H -8.58 2.37 6.38 0.37
H -5.63 1.69 7.08 0.30
H -6.44 3.21 7.59 0.40
H -4.84 3.27 6.82 0.29
```

E: -3943.9671 hartree
Total charge: +1